*a*
C2H3BrO2 | ωB97M-V/def2-TZVPD

The geometry in ORCA input format:
```
! wB97M-V def2-TZVPD RIJCOSX def2/J DEFGRID3
* xyz 0 1
Br -2.097 1.268 -0.197
O -0.992 -1.112 0.213
O -0.457 -2.342 0.527
C -0.663 0.094 0.159
C 0.817 0.449 -0.120
H 1.121 0.201 -1.170
H 0.781 1.533 -0.052
H 1.490 -0.091 0.640
*
```

Calculated values
Highest occupied orbital energy (spin up / spin down) ... -9.39 / -9.39 eV
Gap between HOMO and LUMO (spin up / spin down) ... 8.87 / 8.87 eV

Results of the Löwdin charge analysis, in e, for atoms 1 through 2: 0.825 -0.199


*b*
C2H3BrO2 | ωB97M-V/def2-TZVPD

The geometry in ORCA input format:
```
! wB97M-V def2-TZVPD RIJCOSX def2/J DEFGRID3
* xyz 0 1
Br -1.987 -0.939 -0.569
O 1.872 0.205 -0.061
O 1.322 -0.483 -1.169
C -0.581 -0.221 0.546
C 0.586 0.408 -0.348
H -0.293 -0.996 1.169
H -1.056 0.562 1.092
H 0.138 1.464 -0.660
*
```

Calculated values
SMILES string ... BrCC1OO1
Highest occupied orbital energy ... -10.51 eV
Gap between HOMO and LUMO ... 11.14 eV

Results of the Löwdin charge analysis, in e, for atoms 1 through 2: 0.647 0.029


*c*
C2H3BrO2 | ωB97M-V/def2-TZVPD

The geometry in ORCA input format:
```
! wB97M-V def2-TZVPD RIJCOSX def2/J DEFGRID3
* xyz 0 1
Br -1.284 2.999 -0.692
O 1.007 -0.278 0.610
O 0.960 2.674 0.806
C 0.161 2.023 0.157
C 0.110 0.594 -0.103
H 0.417 0.229 -1.229
H 1.880 0.177 0.693
H -1.001 0.316 0.010
*
```

Calculated values
SMILES string ... O=C(Br)CO
Highest occupied orbital energy ... -10.76 eV
Gap between HOMO and LUMO ... 10.95 eV

Results of the Löwdin charge analysis, in e, for atoms 1 through 2: 0.717 -0.076


Which of them is least stable? Easy: *a*.


*a*
C8H10N2 | ωB97M-V/def2-TZVPD

The geometry in ORCA input format:
```
! wB97M-V def2-TZVPD RIJCOSX def2/J DEFGRID3
* xyz 0 1
N 1.575 -0.989 0.052
N 1.785 0.324 0.210
C -0.422 -0.013 0.010
C 0.644 4.084 -0.100
C -3.625 -1.604 -0.087
C 0.268 -1.232 -0.041
C 2.694 -1.884 0.086
C -1.771 0.219 0.052
C 0.663 0.894 0.259
C -2.680 -0.726 0.155
H 3.592 -1.304 -0.117
H -0.031 -2.226 -0.242
H -4.380 -1.885 0.683
H 1.756 3.936 0.063
H -1.960 1.177 -0.137
H -3.673 -2.131 -0.944
H 2.739 -2.620 -0.588
H 2.684 -2.301 1.007
H 0.086 3.933 -1.044
H 0.055 4.346 0.723
*
```

Calculated values
Highest occupied orbital energy (spin up / spin down) ... -7.99 / -8.04 eV
Gap between HOMO and LUMO (spin up / spin down) ... 7.56 / 8.43 eV

Results of the Löwdin charge analysis, in e, for atoms 1 through 2: -0.190 0.053


*b*
C8H10N2 | ωB97M-V/def2-TZVPD

The geometry in ORCA input format:
```
! wB97M-V def2-TZVPD RIJCOSX def2/J DEFGRID3
* xyz 0 1
N 1.819 0.328 -1.576
N 1.960 -0.919 -2.092
C 0.630 0.302 -1.019
C -0.134 1.289 2.507
C -0.097 0.392 1.278
C -1.252 0.299 0.330
C -0.016 -0.967 -1.173
C -0.029 1.130 -0.013
C -1.373 -0.923 -0.610
C 0.850 -1.701 -1.895
H -0.162 0.794 3.453
H -1.054 1.897 2.545
H 0.528 -0.407 1.380
H -1.666 -1.900 -0.051
H -2.367 -0.747 -1.188
H 0.788 1.930 2.500
H 2.725 -1.166 -2.730
H 0.052 2.272 0.079
H -2.156 0.893 0.462
H 0.954 -2.793 -2.187
*
```

Calculated values
SMILES string ... C[C@H]1[C@@H]2Cc3c[nH]nc3[C@H]12
Highest occupied orbital energy ... -8.57 eV
Gap between HOMO and LUMO ... 9.64 eV

Results of the Löwdin charge analysis, in e, for atoms 1 through 2: 0.093 -0.046


Which of them is least stable? Easy: *a*.


*a*
C8H10N2 | ωB97M-V/def2-TZVPD

The geometry in ORCA input format:
```
! wB97M-V def2-TZVPD RIJCOSX def2/J DEFGRID3
* xyz 0 1
N 3.467 1.453 -0.783
N -0.956 -2.554 0.039
C 0.475 -0.497 -0.572
C -1.434 1.948 1.642
C 0.406 -0.609 -1.914
C -1.575 0.936 0.909
C 1.451 0.386 0.140
C -1.694 -0.171 0.202
C 2.333 1.116 -0.425
C -0.604 -1.214 0.303
H 0.947 0.024 -2.581
H -1.797 -2.685 0.588
H -0.357 -1.222 1.366
H 3.538 2.377 -1.137
H -0.301 -1.387 -2.322
H -0.198 -3.144 0.307
H 1.320 0.471 1.227
H -0.713 2.590 1.241
H -1.966 2.395 2.506
H -2.343 -0.214 -0.737
*
```

Calculated values
SMILES string ... C=C=C[C@@H](N)C(=C)C=C=N
Highest occupied orbital energy ... -8.23 eV
Gap between HOMO and LUMO ... 8.94 eV

Results of the Löwdin charge analysis, in e, for atoms 1 through 2: 0.161 0.050


*b*
C8H10N2 | ωB97M-V/def2-TZVPD

The geometry in ORCA input format:
```
! wB97M-V def2-TZVPD RIJCOSX def2/J DEFGRID3
* xyz 0 1
N -3.116 -0.525 0.177
N -2.196 -1.253 -0.466
C -1.348 0.742 0.135
C 2.778 -1.129 0.301
C -2.669 0.720 0.457
C -0.155 1.639 0.045
C 0.612 -0.557 -0.916
C 1.310 -0.639 0.366
C 0.961 0.672 -0.296
C -1.136 -0.514 -0.437
H 0.907 -0.805 -1.862
H -4.055 -0.951 0.273
H 2.736 -2.009 -0.373
H -3.368 1.464 0.756
H 3.070 -1.509 1.253
H 0.076 2.248 0.915
H 3.428 -0.339 -0.016
H 0.714 -0.958 1.122
H 1.725 1.376 -0.632
H -0.272 2.327 -0.803
*
```

Calculated values
SMILES string ... C[C@H]1[C@@H]2Cc3c[nH]nc3[C@H]12
Highest occupied orbital energy ... -8.92 eV
Gap between HOMO and LUMO ... 9.96 eV

Results of the Löwdin charge analysis, in e, for atoms 1 through 2: -0.042 0.059


Which of them is least stable? Easy: *a*.


*a*
C6H14N2 | ωB97M-V/def2-TZVPD

The geometry in ORCA input format:
```
! wB97M-V def2-TZVPD RIJCOSX def2/J DEFGRID3
* xyz 0 1
N 0.092 -0.770 -0.116
N -0.899 1.304 -0.117
C -1.025 0.017 -0.092
C -2.065 2.162 -0.046
C 2.273 -0.533 -1.218
C -2.367 -0.684 -0.002
C 2.091 -0.720 1.294
C 1.472 -0.163 0.020
H 3.285 -0.115 -1.159
H -2.433 2.240 0.982
H 1.797 -0.130 -2.118
H -2.880 1.837 -0.702
H -2.967 -0.454 -0.887
H 3.097 -0.311 1.443
H -0.006 -1.776 -0.049
H 2.161 -1.812 1.263
H -1.780 3.167 -0.372
H -2.241 -1.769 0.059
H -2.899 -0.348 0.892
H 1.486 -0.451 2.166
H 1.454 0.927 0.100
H 2.354 -1.618 -1.338
*
```

Calculated values
SMILES string ... C/N=C(\C)NC(C)C
Highest occupied orbital energy ... -8.17 eV
Gap between HOMO and LUMO ... 9.14 eV

Results of the Löwdin charge analysis, in e, for atoms 1 through 2: 0.051 -0.009


*b*
C6H14N2 | ωB97M-V/def2-TZVPD

The geometry in ORCA input format:
```
! wB97M-V def2-TZVPD RIJCOSX def2/J DEFGRID3
* xyz 0 1
N 2.031 -0.411 0.211
N 2.730 -0.877 1.376
C 0.634 0.196 0.666
C -0.273 0.538 -0.440
C -2.228 -1.088 0.242
C -1.818 0.366 0.110
C -0.078 0.226 -1.892
C 0.476 1.639 0.275
H 0.853 0.646 -2.285
H -0.070 2.301 0.936
H -3.296 -1.168 0.472
H 0.291 -0.176 1.627
H -1.970 0.891 1.059
H -0.030 -0.860 -2.027
H 1.923 -1.203 -0.432
H 1.307 2.123 -0.226
H -0.911 0.614 -2.487
H -1.673 -1.583 1.045
H 2.984 -0.081 1.964
H -2.052 -1.642 -0.685
H 3.610 -1.330 1.121
H -2.441 0.879 -0.630
*
```

Calculated values
SMILES string ... CC[C@@]1(C)C[C@@H]1NN
Highest occupied orbital energy ... -7.61 eV
Gap between HOMO and LUMO ... 8.72 eV

Results of the Löwdin charge analysis, in e, for atoms 1 through 2: -0.096 -0.061


Which of them is least stable? Easy: *b*.